{"formula": "C17H19NO3", "method": "ωB97M-V with the def2-TZVPD basis set", "symbols": ["C", "C", "C", "C", "C", "C", "C", "C", "N", "C", "O", "C", "C", "C", "O", "O", "C", "C", "C", "C", "C", "H", "H", "H", "H", "H", "H", "H", "H", "H", "H", "H", "H", "H", "H", "H", "H", "H", "H", "H"], "positions_angstrom": [[1.55118, 2.21127, 2.37156], [1.82185, 0.82415, 2.49690], [2.54092, 0.33385, 3.56964], [2.81696, -0.92270, 3.92437], [2.46226, -1.68425, 3.02659], [1.71375, -1.49193, 1.99983], [1.36319, -2.63585, 0.81629], [1.39156, -0.15801, 1.90045], [0.91023, 0.29913, 0.47368], [-0.33544, -0.09605, 0.13410], [-1.15450, -0.85705, 0.74532], [-0.81531, 0.36354, -1.17712], [-2.39892, 0.16233, -1.28379], [-3.23532, 1.45774, -1.47797], [-4.30082, 1.58467, -1.99403], [-2.54198, 2.52328, -0.86741], [-2.50524, -0.33373, -2.67247], [-1.79497, 0.56708, -3.84309], [-0.61537, 0.58647, -3.59549], [-0.20320, 0.05480, -2.35866], [-1.17356, -1.39301, -2.69665], [2.03837, 2.47176, 1.64848], [1.92605, 2.77861, 3.24053], [0.62591, 2.22377, 2.23079], [3.05080, 1.18406, 4.34139], [3.36066, -1.47226, 4.75648], [2.60919, -2.91104, 3.27640], [0.33676, -2.64264, 0.93253], [1.50755, -2.27663, -0.14564], [1.80882, -3.39330, 1.14686], [1.12749, 1.07226, 0.09478], [-0.45987, 1.55884, -1.14053], [-2.84009, -0.12292, -0.53327], [-3.39783, 3.32644, -0.77833], [-3.40383, -0.93271, -2.86342], [-2.56345, 0.92944, -4.39427], [0.12463, 1.21424, -4.18026], [0.79414, -0.40819, -2.09717], [-1.29772, -2.08528, -1.59771], [-0.84489, -1.91019, -3.42969]], "forces_ev_per_a": [[2.556, -1.368, 8.248], [4.420, 3.068, 8.294], [3.429, 6.653, 6.070], [3.839, 3.716, 7.003], [-1.021, -15.092, -2.504], [-2.543, -0.341, -6.225], [-2.295, 8.489, 2.279], [-4.126, -4.808, -11.687], [-3.679, -9.011, 5.644], [-2.666, -2.908, 0.454], [3.184, 1.816, -0.193], [-2.862, 7.346, 4.112], [4.634, 7.191, -9.021], [2.499, 1.774, 1.770], [-0.215, -0.121, 0.009], [-5.361, 2.772, -0.118], [3.074, -5.200, -2.573], [-10.661, -2.521, 2.491], [10.619, 4.896, -1.478], [2.661, -9.576, -1.778], [-3.349, 4.132, 10.357], [5.051, 3.839, -8.394], [-0.577, -0.306, -0.309], [-8.028, 1.359, -1.137], [-1.612, -2.013, -2.069], [-0.526, 2.148, -0.564], [0.080, 2.972, -0.907], [-2.283, -0.832, 0.152], [1.066, 0.543, -1.688], [3.662, -6.539, 1.955], [2.643, 7.031, -3.024], [-1.638, -2.072, 0.458], [-4.078, -4.818, 7.626], [3.919, -3.344, -0.547], [0.031, 0.789, -0.482], [-1.081, 1.578, -2.658], [-0.780, -0.826, 0.380], [-0.381, 1.252, -1.267], [0.680, 1.699, -3.314], [1.714, -3.365, -5.367]], "homo_ev": -9.0, "orbital_gap_ev": 9.527, "mol_weight_g_mol": 285.34, "smiles": "Cc1cccc(C)c1NC(=O)[C@@H]1[C@@H](C(=O)O)[C@H]2C=C[C@@H]1C2", "e_tot_ev": -25555.490}